Record 1
The following is a DFT calculation (ωB97M-V/def2-TZVPD) of the molecule C5H2N2O in a non-equilibrium geometry.

Atoms and positions in Å:
C  0.747  0.876  -0.022
C  1.891  -0.074  -0.094
C  -0.396  -0.323  -0.011
C  -1.896  -0.067  -0.081
C  -3.131  -0.070  0.163
H  2.958  0.193  0.097
H  -4.082  0.204  -0.243
N  1.598  -1.247  0.192
N  0.215  -1.426  -0.152
O  0.642  2.033  0.017

Computed properties:
Relative energy (zero: lowest compared OMol25 entry of this formula, charge and spin) = 75.6 kcal per mole
Structure (SMILES) = C#CC1=NN=CC1=O
E = -10239.456 eV

=====

Record 2
The following is a DFT calculation (ωB97M-V/def2-TZVPD) of the molecule C4H4O in a non-equilibrium geometry.

Atoms and positions in Å:
C  -0.915  0.383  0.778
C  0.254  -0.448  -1.006
C  0.228  -0.516  0.673
C  0.057  0.804  -0.191
O  -1.960  0.571  1.320
H  1.271  -0.711  -1.315
H  -0.663  -0.855  -1.530
H  1.073  -0.969  1.272
H  0.654  1.741  0.000

Computed properties:
Relative energy (zero: lowest compared OMol25 entry of this formula, charge and spin) = 56.5 kcal per mole
Structure (SMILES) = O=C1[C@H]2C[C@@H]12
E = -6256.927 eV

=====

Record 3
The following is a DFT calculation (ωB97M-V/def2-TZVPD) of a cluster of 2 separate species, C6H16S2 in total.

Atoms and positions in Å:
S  1.677  0.604  2.328
C  1.148  -1.165  2.399
C  -0.729  2.076  1.978
C  0.171  1.452  3.039
H  1.762  -1.879  1.825
H  0.120  -1.187  2.001
H  1.124  -1.490  3.453
H  -1.254  1.233  1.497
H  -0.105  2.579  1.221
H  -1.481  2.794  2.347
H  -0.375  0.684  3.620
H  0.584  2.187  3.757
S  -0.845  -1.914  -1.799
C  -1.977  -1.203  -3.036
C  1.336  -0.298  -2.637
C  0.271  -0.476  -1.549
H  -1.573  -0.741  -3.952
H  -2.611  -0.464  -2.519
H  -2.603  -2.065  -3.324
H  1.814  0.612  -2.237
H  1.021  -0.102  -3.676
H  2.080  -1.113  -2.643
H  -0.362  0.431  -1.509
H  0.807  -0.555  -0.584

Computed properties:
Relative energy (zero: lowest compared OMol25 entry of this formula, charge and spin) = 18.5 kcal per mole
Structure (SMILES) = CCSC.CCSC
E = -28151.449 eV

=====

Record 4
The following is a DFT calculation (ωB97M-V/def2-TZVPD) of a structure of composition AgH26O17P in a non-equilibrium geometry.

Atoms and positions in Å:
Ag  -1.166  1.399  0.312
P  0.619  -0.574  -0.326
O  -0.889  -0.787  0.336
O  0.513  -0.005  1.072
O  -0.523  -0.129  -1.231
O  0.810  0.869  -0.503
O  0.395  -1.465  3.020
H  -0.275  -2.084  2.752
H  0.413  -0.923  2.188
O  -2.294  0.959  -2.324
H  -1.575  0.451  -1.802
H  -2.221  0.532  -3.161
O  -1.335  -2.995  0.928
H  -1.014  -2.052  0.698
H  -2.021  -3.210  0.332
O  2.929  -0.022  1.713
H  3.429  0.547  1.170
H  1.984  0.252  1.619
O  2.114  -2.742  1.112
H  2.210  -2.192  1.902
H  2.936  -2.805  0.550
O  -2.140  0.039  2.197
H  -1.506  -0.322  1.455
H  -1.584  0.556  2.772
O  -0.097  2.542  -2.157
H  0.278  1.808  -1.543
H  -0.886  2.125  -2.289
O  2.893  2.156  -1.525
H  2.461  3.033  -1.537
H  2.201  1.579  -1.252
O  0.529  1.222  3.140
H  0.417  0.773  2.235
H  0.802  0.525  3.707
O  0.493  -0.122  -3.510
H  0.891  0.719  -3.667
H  0.017  0.068  -2.653
O  -1.616  -2.007  -2.496
H  -2.509  -1.756  -2.589
H  -1.222  -1.212  -1.979
O  1.553  2.688  0.929
H  1.114  2.337  1.667
H  1.228  1.892  0.426
O  -3.143  -0.695  -0.366
H  -2.160  -0.801  -0.198
H  -3.051  -0.171  -1.125

Computed properties:
Net charge = -2
E = -48504.674 eV

=====

Record 5
The following is a DFT calculation (ωB97M-V/def2-TZVPD) of a cluster of 2 separate species, C7H12N2O3 in total in a non-equilibrium geometry.

Atoms and positions in Å:
C  -1.331  -0.970  1.358
C  -1.579  -2.482  1.300
C  -0.253  -4.354  2.118
C  2.362  3.312  -1.027
C  1.185  2.389  -0.873
C  -0.061  2.659  -1.727
C  0.178  3.499  -2.908
H  -0.167  0.236  0.325
H  -2.250  -0.418  1.196
H  -0.930  -0.711  2.345
H  -2.082  -2.749  0.365
H  -2.226  -2.816  2.118
H  0.444  -2.873  0.865
H  0.752  -4.840  2.084
H  3.126  3.037  -0.266
H  2.821  3.183  -2.011
H  2.083  4.369  -0.912
H  -0.503  1.696  -2.001
H  -0.790  3.185  -1.087
N  -0.341  -3.221  1.400
N  0.358  4.233  -3.790
O  -0.394  -0.714  0.348
O  -1.169  -4.835  2.766
O  1.139  1.462  -0.081

Computed properties:
Relative energy (zero: lowest compared OMol25 entry of this formula, charge and spin) = 23.6 kcal per mole
Structure (SMILES) = CC(=O)CC#N.O=CNCCO
E = -16575.834 eV

=====

Record 6
The following is a DFT calculation (ωB97M-V/def2-TZVPD) of a structure of composition C44H42CaN8O4 in a non-equilibrium geometry.

Atoms and positions in Å:
Ca  -0.002  0.008  0.071
C  6.582  1.957  1.585
C  5.346  1.221  1.131
C  5.343  0.456  -0.018
C  4.199  -0.260  -0.401
C  4.242  -0.994  -1.636
N  3.337  -0.903  -2.556
C  2.201  0.026  -2.616
C  2.151  0.643  -4.028
C  1.204  1.846  -4.129
N  1.818  3.007  -3.447
C  1.295  3.944  -2.720
C  -0.083  4.099  -2.264
C  -0.759  5.285  -2.600
C  -2.007  5.571  -2.082
C  -2.728  6.845  -2.444
C  -2.555  4.691  -1.126
C  -1.883  3.550  -0.757
C  -2.360  2.671  0.348
N  -1.534  1.810  0.783
C  -2.106  0.913  1.835
C  -1.399  1.189  3.167
C  -0.201  0.258  3.398
N  0.708  0.263  2.251
C  1.904  0.620  2.502
C  3.045  0.541  1.572
C  4.178  1.261  1.904
C  3.011  -0.319  0.424
O  2.051  -1.086  0.170
C  -0.626  3.144  -1.351
O  -0.104  2.063  -1.006
H  7.311  2.040  0.778
H  7.055  1.430  2.416
H  6.335  2.969  1.909
H  6.235  0.414  -0.635
H  5.060  -1.691  -1.812
H  3.325  -1.637  -3.260
H  2.350  0.810  -1.871
H  1.264  -0.567  -2.393
H  1.796  -0.100  -4.740
H  3.169  0.915  -4.346
H  0.143  1.625  -3.743
H  1.100  2.141  -5.177
H  2.825  3.080  -3.557
H  1.996  4.718  -2.409
H  -0.292  5.997  -3.273
H  -2.379  7.237  -3.400
H  -2.566  7.608  -1.679
H  -3.801  6.669  -2.539
H  -3.500  4.926  -0.645
H  -3.375  2.811  0.734
H  -1.983  -0.198  1.502
H  -3.185  1.061  1.961
H  -2.108  1.031  3.983
H  -1.071  2.232  3.221
H  -0.563  -0.764  3.531
H  0.298  0.534  4.336
H  2.166  1.008  3.495
H  4.164  1.862  2.808
C  1.340  -7.187  -12.345
O  0.731  -5.928  -12.130
C  0.735  -5.450  -10.858
C  0.116  -4.212  -10.680
C  0.059  -3.632  -9.432
C  0.619  -4.266  -8.319
C  1.234  -5.497  -8.505
C  1.295  -6.090  -9.762
C  0.533  -3.613  -7.011
N  -0.047  -2.461  -6.775
C  0.103  -2.230  -5.430
C  0.785  -3.261  -4.836
N  1.055  -4.135  -5.857
C  1.077  -3.298  -3.436
C  1.743  -4.331  -2.816
C  1.955  -4.257  -1.439
C  1.499  -3.150  -0.750
N  0.856  -2.104  -1.300
C  0.638  -2.186  -2.647
C  -0.067  -1.083  -3.245
N  -0.484  -0.040  -2.408
C  -1.176  0.926  -3.010
C  -1.495  0.961  -4.364
C  -1.072  -0.077  -5.196
C  -0.355  -1.117  -4.643
H  1.242  -7.415  -13.404
H  0.833  -7.973  -11.780
H  2.405  -7.158  -12.101
H  -0.323  -3.708  -11.531
H  -0.426  -2.673  -9.313
H  1.683  -6.032  -7.677
H  1.784  -7.049  -9.855
H  1.545  -5.007  -5.772
H  2.093  -5.194  -3.372
H  2.466  -5.050  -0.909
H  1.653  -3.083  0.314
H  -1.525  1.708  -2.381
H  -2.069  1.790  -4.759
H  -1.307  -0.077  -6.253
O  -1.722  -1.043  0.630

Computed properties:
Relative energy (zero: lowest compared OMol25 entry of this formula, charge and spin) = 180.1 kcal per mole
E = -84854.109 eV

=====

Record 7
The following is a DFT calculation (ωB97M-V/def2-TZVPD) of the molecule C3H6ClOPS in a non-equilibrium geometry.

Atoms and positions in Å:
C  -0.650  -1.471  -0.253
C  -0.539  -0.144  -0.547
C  -1.062  1.024  0.213
O  1.421  -0.033  1.770
P  1.543  0.198  0.336
S  2.254  1.818  -0.487
Cl  2.434  -1.450  -0.593
H  -1.304  -1.750  0.455
H  -0.145  -2.305  -0.699
H  -0.108  -0.054  -1.592
H  -0.636  1.132  1.139
H  -2.206  1.041  0.443
H  -1.003  1.995  -0.187

Computed properties:
Relative energy (zero: lowest compared OMol25 entry of this formula, charge and spin) = 38.5 kcal per mole
E = -37901.429 eV

=====

Record 8
The following is a DFT calculation (ωB97M-V/def2-TZVPD) of a structure of composition C26H38FN2O18S2 in a non-equilibrium geometry.

Atoms and positions in Å:
O  5.286  1.122  3.673
C  4.923  1.431  2.599
F  4.965  0.561  1.563
N  4.501  2.729  2.208
C  3.321  2.768  1.380
O  3.318  2.550  0.210
S  1.790  3.246  2.258
O  1.915  2.794  3.621
O  1.826  4.673  2.062
N  0.726  2.513  1.383
S  -0.530  1.871  2.116
O  -0.829  0.622  1.456
O  -1.640  2.787  2.227
H  5.258  3.112  1.644
H  -0.158  1.580  3.372
O  -1.370  -0.438  6.461
C  -2.325  -0.178  5.787
O  -2.229  0.325  4.544
C  -3.535  0.633  4.014
C  -4.495  -0.243  4.810
C  -3.792  -0.323  6.165
H  -3.726  1.698  4.150
H  -3.540  0.411  2.958
H  -5.504  0.160  4.844
H  -4.546  -1.236  4.361
H  -4.059  0.507  6.822
H  -3.955  -1.263  6.684
O  -7.012  -1.300  0.895
C  -5.870  -1.178  0.545
O  -4.909  -0.732  1.371
C  -3.647  -0.589  0.655
C  -3.782  -1.518  -0.546
C  -5.284  -1.456  -0.828
H  -3.529  0.456  0.369
H  -2.827  -0.857  1.312
H  -3.159  -1.221  -1.384
H  -3.504  -2.533  -0.266
H  -5.547  -0.628  -1.488
H  -5.676  -2.384  -1.228
O  -4.127  -3.479  -2.788
C  -4.688  -4.407  -3.285
O  -4.732  -4.602  -4.626
C  -5.564  -5.730  -4.941
C  -5.597  -6.574  -3.670
C  -5.473  -5.504  -2.585
H  -6.554  -5.360  -5.217
H  -5.133  -6.250  -5.792
H  -6.488  -7.193  -3.592
H  -4.726  -7.230  -3.640
H  -6.443  -5.096  -2.294
H  -4.942  -5.842  -1.701
O  5.622  0.374  -1.927
C  4.687  0.594  -2.642
O  4.855  0.971  -3.933
C  3.580  1.264  -4.535
C  2.553  0.514  -3.696
C  3.210  0.550  -2.311
H  3.422  2.341  -4.493
H  3.613  0.947  -5.576
H  1.565  0.966  -3.730
H  2.466  -0.518  -4.041
H  2.956  1.456  -1.761
H  2.976  -0.321  -1.707
O  2.297  4.641  -3.209
C  3.408  5.073  -3.179
O  4.467  4.364  -3.647
C  5.694  5.072  -3.419
C  5.285  6.534  -3.263
C  3.891  6.407  -2.640
H  6.155  4.673  -2.513
H  6.360  4.894  -4.260
H  5.991  7.113  -2.671
H  5.206  7.002  -4.246
H  3.923  6.342  -1.552
H  3.213  7.201  -2.935
O  2.344  -0.104  1.814
C  2.310  -1.262  2.086
O  1.203  -2.028  1.909
C  1.420  -3.345  2.425
C  2.935  -3.534  2.437
C  3.420  -2.108  2.693
H  0.989  -3.397  3.428
H  0.904  -4.056  1.784
H  3.270  -4.262  3.174
H  3.273  -3.868  1.455
H  3.479  -1.875  3.757
H  4.370  -1.880  2.220

Computed properties:
Net charge = -1
E = -91803.719 eV

=====

Record 9
The following is a DFT calculation (ωB97M-V/def2-TZVPD) of the molecule C5H6FNS in a non-equilibrium geometry.

Atoms and positions in Å:
C  0.515  -1.727  1.302
C  -0.481  -0.673  0.750
C  -0.686  -0.141  -0.810
C  0.050  0.623  0.200
C  -0.705  1.626  1.122
H  0.134  -2.903  1.578
H  1.425  -1.866  0.723
H  0.763  -1.105  2.447
H  -1.433  -0.349  1.350
H  -1.708  0.198  -1.063
H  0.311  -0.119  -3.217
N  -1.066  2.460  1.997
F  1.369  0.818  0.227
S  0.218  -1.043  -2.077

Computed properties:
Relative energy (zero: lowest compared OMol25 entry of this formula, charge and spin) = 88.5 kcal per mole
Structure (SMILES) = C[C@@H]1[C@H](S)[C@@]1(F)C#N
E = -20320.387 eV

=====

Record 10
The following is a DFT calculation (ωB97M-V/def2-TZVPD) of a cluster of 2 separate species, C4H8O in total in a non-equilibrium geometry.

Atoms and positions in Å:
O  -2.759  -1.191  1.037
C  -1.882  -1.417  1.831
H  -1.476  -2.425  1.996
H  -1.445  -0.590  2.418
C  0.893  0.299  -1.866
C  0.993  1.152  -0.662
C  0.728  0.707  0.561
H  -0.124  0.247  -2.291
H  1.427  0.681  -2.736
H  1.140  -0.741  -1.664
H  1.471  2.115  -0.777
H  0.773  1.410  1.387
H  0.261  -0.245  0.766

Computed properties:
Relative energy (zero: lowest compared OMol25 entry of this formula, charge and spin) = 43.3 kcal per mole
Structure (SMILES) = C=CC.C=O
E = -6323.291 eV

=====

Record 11
The following is a DFT calculation (ωB97M-V/def2-TZVPD) of a structure of composition C11H23EuN2O4P2 in a non-equilibrium geometry.

Atoms and positions in Å:
Eu  0.165  0.657  1.971
P  -2.636  -0.137  0.587
C  -2.089  0.380  -1.041
C  -0.811  1.006  -1.358
N  0.281  0.909  -0.513
C  1.520  1.148  -0.992
C  1.727  1.755  -2.231
C  0.613  2.038  -3.034
C  -0.649  1.666  -2.591
C  2.732  0.777  -0.137
P  2.557  -0.771  0.879
H  -1.561  1.843  -3.179
H  2.759  1.957  -2.535
H  0.738  2.520  -4.006
H  3.617  0.607  -0.778
H  2.974  1.615  0.549
H  -2.005  -1.022  -1.918
H  -2.930  0.740  -1.663
H  -0.836  -2.320  -0.871
O  -1.790  -2.010  -2.142
H  -2.234  -2.214  -2.980
H  -1.627  -0.882  1.243
O  -0.310  -2.321  -0.003
H  0.059  -3.221  0.071
C  2.994  -1.992  -0.406
H  3.995  -1.779  -0.807
H  2.989  -2.984  0.065
H  2.239  -1.965  -1.202
C  4.125  -0.712  1.816
H  4.125  -1.574  2.498
H  4.991  -0.775  1.144
H  4.162  0.213  2.409
C  -3.260  1.218  1.575
H  -4.226  1.516  1.131
H  -3.426  0.892  2.616
H  -2.575  2.081  1.558
C  -3.895  -1.418  0.443
H  -4.212  -1.734  1.444
H  -4.752  -1.016  -0.108
H  -3.485  -2.288  -0.081
O  -0.238  2.785  5.236
N  -0.135  2.129  4.223
O  0.319  2.684  3.120

Computed properties:
Spin multiplicity = 8
Net charge = +1
Relative energy (zero: lowest compared OMol25 entry of this formula, charge and spin) = 95.4 kcal per mole
E = -60844.397 eV

=====

Record 12
The following is a DFT calculation (ωB97M-V/def2-TZVPD) of the molecule C5H12O.

Atoms and positions in Å:
C  0.267  1.599  2.398
C  0.614  1.213  0.963
C  -0.409  0.251  0.363
C  -0.061  -0.190  -1.049
O  -0.993  -1.167  -1.470
C  -0.417  -2.222  -2.190
H  -0.699  2.115  2.441
H  1.021  2.261  2.836
H  0.197  0.709  3.034
H  1.607  0.742  0.939
H  0.686  2.117  0.343
H  -0.477  -0.650  0.988
H  -1.408  0.706  0.364
H  -0.078  0.666  -1.743
H  0.964  -0.596  -1.063
H  -1.213  -2.924  -2.451
H  0.336  -2.747  -1.585
H  0.065  -1.882  -3.118

Computed properties:
Relative energy (zero: lowest compared OMol25 entry of this formula, charge and spin) = 16.8 kcal per mole
Structure (SMILES) = CCCCOC
E = -7426.581 eV